No. 1
Below is C15H12N7OReS4SbSe as an isolated structure, with properties calculated with the ωB97M-V functional and the def2-TZVPD basis.

The geometry in XYZ format:
```
42
Properties=species:S:1:pos:R:3:forces:R:3:nbo_charge:R:1
Re -0.048409 0.125561 1.782586 -0.3201 -0.8863 1.4722 0.83
S -1.861814 -0.214935 5.994937 0.2997 -0.0220 -0.6420 -0.37
Sb -0.478480 -1.434242 4.791494 -0.1195 -1.3175 1.7044 1.18
S -0.928776 -1.880187 2.361868 0.2731 1.0627 -0.6836 -0.13
S 1.266665 0.348452 3.416496 -0.1559 0.4948 -1.0802 0.19
S 0.899103 -3.133255 5.273281 -0.4473 0.8239 -0.4791 -0.29
Se 1.662566 -2.169597 -5.749625 -0.0012 0.1467 -0.3231 1.12
N 0.298117 -1.732116 -4.718419 -0.1235 -0.1805 0.1380 -0.58
C 0.711138 -1.418216 -3.524864 0.1646 0.0867 -0.0061 0.09
C -0.395317 -1.072214 -2.553666 0.1806 0.0018 -0.0174 -0.09
C -1.740721 -1.127694 -2.891028 -0.0844 -0.0311 -0.0485 -0.05
C -2.719917 -0.814819 -1.942010 -0.0248 0.0014 -0.0426 -0.22
C -2.370443 -0.446475 -0.660965 0.0421 -0.0037 0.0190 0.06
N -1.072198 -0.368601 -0.301007 0.1378 0.0911 0.0803 -0.51
C -0.177846 -0.678703 -1.241402 -0.0398 -0.0392 -0.1018 0.39
C 2.368647 -0.784964 -1.091795 -0.2269 -0.0773 -0.0335 0.43
N 2.831020 -0.484047 0.134937 0.1842 0.0766 0.1734 -0.32
C 4.157141 -0.540221 0.380014 -0.1171 0.0473 0.0634 0.14
C 4.940129 -0.912112 -0.702492 0.0338 -0.0642 -0.1844 -0.25
C 4.404197 -1.228644 -1.965827 0.0474 0.0080 0.1184 0.02
C 3.012307 -1.176606 -2.196614 0.0298 -0.0294 -0.2463 -0.10
C 2.192447 -1.472382 -3.397322 -0.1461 0.0973 0.0216 0.15
N 2.829827 -1.818650 -4.474648 0.0769 -0.1844 0.1860 -0.58
H -2.025525 -1.424760 -3.892020 0.0078 -0.0004 0.0017 0.28
H -3.766085 -0.868916 -2.209594 0.0113 -0.0083 0.0089 0.27
H -3.109181 -0.222519 0.096922 0.0136 0.0039 -0.0043 0.23
H 4.546082 -0.299766 1.358790 -0.0391 0.0048 0.0211 0.27
H 6.010411 -0.960248 -0.557906 -0.0042 -0.0095 0.0019 0.29
H 5.069511 -1.519636 -2.770681 -0.0039 -0.0004 0.0051 0.29
C -3.785580 2.141384 3.023332 -0.0268 0.0106 0.0010 -0.42
N -3.067796 2.996096 2.066342 -0.0488 -0.0972 0.1129 -0.52
C -1.917553 2.724732 1.499165 -0.0855 -0.0153 -0.0852 0.82
N -1.331229 3.569781 0.659621 0.0918 -0.0285 -0.0170 -0.76
O -1.338774 1.583838 1.761812 0.1228 0.0023 0.0865 -0.73
H -4.794524 1.962409 2.659960 -0.0004 0.0149 -0.0313 0.24
H -3.835255 2.638913 3.988954 0.0225 0.0215 0.0027 0.25
H -3.268378 1.195144 3.136931 0.0294 -0.0009 -0.0041 0.22
H -3.482633 3.897557 1.870750 0.0036 0.0052 -0.0128 0.44
H -1.717466 4.481151 0.463504 -0.0070 0.0020 0.0103 0.44
H -0.417030 3.366876 0.293717 0.0000 0.0062 -0.0053 0.43
N 1.066693 -0.569385 -0.728994 0.0214 0.0974 0.0603 -0.42
C 1.384928 -0.257984 0.555463 0.2283 -0.1109 -0.2404 0.27
```
Positions in Å, forces in eV/Å.

Calculated values
Frontier orbital gap (spin up / spin down) = 4.45 / 4.47 eV
HOMO level (spin up / spin down) = -0.6126 / -0.6126 hartree
Spin multiplicity = 1
Total charge = +3

---

No. 2
Below is one molecule with the formula C15H13BClF3O, with properties calculated with the ωB97M-V functional and the def2-TZVPD basis.

The geometry in XYZ format:
```
34
Properties=species:S:1:pos:R:3:forces:R:3:nbo_charge:R:1
Cl 4.983685 0.207096 1.276019 0.4546 -0.0190 0.1463 0.03
C 3.271946 0.213761 1.326960 -1.1672 -0.0644 -0.4625 -0.04
C 2.581195 1.425781 1.318378 -0.7361 -0.1142 0.0521 -0.23
C 1.171617 1.420263 1.210147 1.0141 0.1031 -0.1543 -0.23
C 0.464353 0.225034 1.007386 0.3071 0.2978 1.0845 0.04
C -1.002043 0.258584 0.635328 1.3909 -0.8345 1.1295 -0.07
C -1.840589 -1.013907 1.074626 -0.0017 -0.1422 0.4058 -0.41
C -3.265921 -0.485196 1.450340 0.1070 -0.2914 -0.9817 -0.46
C -3.084348 1.003695 1.515505 0.9614 0.4484 0.1955 -0.14
C -1.806539 1.388532 1.256680 -1.3943 -0.0813 0.0695 -0.24
C 1.162741 -0.968747 1.169315 0.4939 -0.5353 -0.1501 -0.21
C 2.561002 -0.988044 1.281513 -0.1171 0.3596 0.0791 -0.21
H 3.139495 2.364039 1.363383 -0.2729 -0.3101 0.1140 0.23
H 0.660776 2.385439 1.300553 0.1835 -0.4133 -0.3659 0.21
H -1.937329 -1.825561 0.300537 0.5247 0.8242 0.8275 0.25
H -1.337586 -1.391045 1.998434 -0.4244 0.0553 -0.8497 0.23
H -3.957383 -0.771129 0.644383 -0.1002 0.1166 0.1759 0.22
H -3.703200 -0.916032 2.372999 0.4618 0.3096 -0.3701 0.24
H -3.924884 1.664281 1.774469 0.6791 -0.2164 0.2006 0.22
H -1.406180 2.377141 1.514056 -0.2763 -0.3894 -0.6421 0.23
H 0.637336 -1.932392 1.225381 0.2365 0.5095 -0.4200 0.23
H 3.112987 -1.924870 1.294509 -0.2240 0.1361 0.0843 0.24
C -1.037186 0.313908 -0.996564 -1.0726 0.4259 1.3436 -0.03
C -0.346810 1.359055 -1.714580 1.6604 -0.4794 -0.5168 -0.04
C 0.640951 0.764201 -2.502708 -1.1664 2.5409 0.4318 -0.32
C 0.423717 -0.612558 -2.476083 -2.4741 -0.5681 2.0101 0.33
B 1.222078 -1.778429 -3.282445 0.5551 -0.0136 -0.0274 1.14
F 2.316995 -0.961288 -3.680291 0.1708 -0.7928 -0.3052 -0.55
F 1.563904 -2.724425 -2.308526 0.0533 0.0365 -0.4754 -0.53
F 0.518773 -2.308171 -4.363733 0.2739 0.2817 0.5772 -0.53
O -0.572010 -0.872295 -1.572142 1.0402 -0.4454 -1.0721 -0.40
H -2.098028 0.378676 -0.727194 -0.5723 -0.1657 -2.5574 0.29
H -0.509046 2.417697 -1.596109 -0.0119 0.0614 0.1336 0.24
H 1.395526 1.306910 -3.090516 -0.5568 -0.6301 0.2896 0.27
```
Positions in Å, forces in eV/Å.

Calculated values
Energy relative to the best compared isomer or geometry (same formula, charge and spin) = 0.0139 eV
Frontier orbital gap = 7.69 eV
HOMO level = -0.3420 hartree
Spin multiplicity = 1

---

No. 3
Below is C15H13BF4IO3Re as an isolated structure, with properties calculated with the ωB97M-V functional and the def2-TZVPD basis.

The geometry in XYZ format:
```
38
Properties=species:S:1:pos:R:3:forces:R:3:lowdin_spin:R:1
Re -0.639130 2.599418 0.682604 -0.0170 -0.0228 0.0422 0.83
O -0.763909 0.495487 0.779684 0.0079 0.0117 0.0026 0.01
C 0.282163 -0.165698 -0.048585 -0.0091 0.0048 0.0033 0.01
C 1.470021 0.811124 -0.048791 0.0116 0.0000 -0.0104 0.01
O 2.597011 0.534050 -0.259769 -0.0086 -0.0024 0.0018 0.00
O 1.081713 2.135110 0.144128 0.0121 0.0001 0.0012 0.06
C 0.600894 -1.485242 0.605084 0.0042 -0.0014 -0.0127 0.00
C 1.380509 -1.504412 1.761892 -0.0009 -0.0114 0.0072 0.00
C 1.606732 -2.698584 2.426007 0.0051 0.0126 0.0055 0.00
C 1.062531 -3.877055 1.934463 -0.0065 -0.0073 -0.0098 0.00
C 0.291698 -3.861454 0.781133 0.0055 -0.0015 0.0094 0.00
C 0.057302 -2.668066 0.115668 -0.0014 0.0133 -0.0032 0.00
C -0.250439 -0.242815 -1.470819 -0.0211 0.0113 0.0150 0.00
C -1.609158 -0.113688 -1.737437 0.0053 -0.0016 0.0004 0.00
C -2.069258 -0.221125 -3.043142 0.0047 -0.0007 -0.0031 0.00
C -1.179959 -0.459330 -4.079800 -0.0053 0.0007 0.0025 0.00
C 0.174690 -0.596894 -3.810056 0.0021 -0.0004 -0.0014 0.00
C 0.642094 -0.489292 -2.509925 0.0087 -0.0023 -0.0011 0.00
H -0.735927 0.099801 1.668759 -0.0029 -0.0101 -0.0081 0.00
H 1.836199 -0.594363 2.135569 0.0002 0.0010 0.0016 0.00
H 2.219309 -2.711645 3.317105 -0.0001 0.0005 -0.0006 0.00
H 1.247110 -4.810870 2.448160 -0.0012 -0.0005 -0.0006 0.00
H -0.126862 -4.780908 0.395373 0.0002 -0.0006 0.0002 0.00
H -0.540027 -2.659048 -0.786273 -0.0001 -0.0038 0.0013 0.00
H -2.313290 0.050872 -0.933780 -0.0009 0.0012 -0.0001 0.00
H -3.128023 -0.128153 -3.245112 0.0002 -0.0003 -0.0018 0.00
H -1.541705 -0.545071 -5.095497 0.0001 -0.0001 -0.0001 0.00
H 0.872129 -0.791832 -4.613289 0.0011 0.0000 0.0007 0.00
H 1.698716 -0.608676 -2.306009 0.0014 0.0010 0.0004 0.00
F 0.557412 1.722568 3.010870 0.0062 0.0034 -0.0074 0.00
B 0.737567 2.600487 4.016100 0.0000 -0.0023 -0.0029 0.00
F 0.957663 2.144516 5.214375 0.0011 -0.0009 0.0018 0.00
F 0.685561 3.875829 3.729526 0.0001 -0.0022 0.0020 0.00
F -1.848298 2.685632 2.083653 0.0038 0.0114 -0.0244 0.08
I -0.471246 5.306710 0.260449 0.0002 -0.0015 -0.0037 0.01
C -1.410222 3.619380 -0.833122 -0.0083 -0.0027 -0.0074 -0.01
H -0.948729 3.542885 -1.814071 0.0009 0.0019 0.0006 0.00
H -2.482841 3.790340 -0.875110 0.0006 0.0017 -0.0007 0.00
```
Positions in Å, forces in eV/Å.

Calculated values
Energy relative to the best compared isomer or geometry (same formula, charge and spin) = 0.0000 eV
⟨S²⟩ = 0.76
Frontier orbital gap (spin up / spin down) = 7.55 / 7.67 eV
HOMO level (spin up / spin down) = -0.4569 / -0.4578 hartree
Spin multiplicity = 2
Total charge = +1

---

no.,DFT total energy (Ha)
1,-5349.01304
2,-1439.34122
3,-1605.34080